Record 1
Below is a single C5H12O molecule, with properties calculated with the ωB97M-V functional and the def2-TZVPD basis.

The SMILES is CCCCCO.

Last column: Löwdin charge in e.
Atoms and positions in Å:
1 C -2.04 -1.74 0.57  -0.12
2 C -1.41 -0.53 -0.10  -0.28
3 C 0.11 -0.50 0.05  -0.22
4 C 0.72 0.77 -0.55  -0.21
5 C 1.99 1.19 0.18  -0.27
6 O 2.50 2.44 -0.27  -0.07
7 H -1.47 -2.65 0.34  0.07
8 H -3.05 -1.92 0.20  0.07
9 H -2.11 -1.72 1.66  0.07
10 H -1.85 0.37 0.30  0.10
11 H -1.66 -0.55 -1.16  0.11
12 H 0.53 -1.34 -0.50  0.12
13 H 0.32 -0.52 1.08  0.10
14 H 0.01 1.60 -0.54  0.11
15 H 0.99 0.56 -1.59  0.12
16 H 2.77 0.44 0.08  0.12
17 H 1.70 1.31 1.23  0.11
18 H 1.96 2.77 -0.99  0.07

Record 2
Below is a single C9H11BO7 molecule, with properties calculated with the ωB97M-V functional and the def2-TZVPD basis.

The SMILES is CC(=O)OCCCC1=C(B(O)O)C(=O)OC1=O.

Last column: Löwdin charge in e.
Atoms and positions in Å:
1 C -3.40 -0.54 1.07  0.02
2 C -2.77 -1.24 -0.10  -0.54
3 O -2.46 -2.40 -0.06  0.13
4 O -2.54 -0.48 -1.22  -0.02
5 C -1.36 0.34 -1.01  -0.16
6 C -0.31 -0.02 -2.05  -0.13
7 C 1.10 -0.20 -1.48  -0.11
8 C 1.45 0.76 -0.41  -0.10
9 C 1.94 0.50 0.80  0.07
10 B 2.24 -0.91 1.44  -0.59
11 O 3.20 -1.76 0.98  0.21
12 O 1.50 -1.31 2.54  0.17
13 C 2.17 1.81 1.49  -0.34
14 O 2.24 2.10 2.65  0.20
15 O 2.26 2.75 0.43  0.14
16 C 1.34 2.28 -0.47  -0.37
17 O 0.55 2.92 -1.09  0.18
18 H -3.29 0.53 1.04  0.08
19 H -4.46 -0.77 1.05  0.10
20 H -3.00 -0.91 2.00  0.09
21 H -1.60 1.39 -1.07  0.13
22 H -0.97 0.13 -0.01  0.12
23 H -0.27 0.72 -2.83  0.12
24 H -0.59 -0.95 -2.54  0.12
25 H 1.19 -1.22 -1.09  0.12
26 H 1.81 -0.09 -2.29  0.14
27 H 3.31 -1.65 0.03  0.10
28 H 0.73 -1.79 2.23  0.11

Let's list frontier orbital gap in order: 11.37; 10.04 eV.
Let's list highest occupied orbital energy in order: -10.28; -10.78 eV.